1.
11
Properties=species:S:1:pos:R:3:nbo_charge:R:1 method="wB97M-V/def2-TZVPD" e_tot_ev=-7659.422 largest_force_ev_per_a=1.582
N -1.4338 0.7813 -0.6758 -0.43
N 0.1847 -0.7705 -3.3613 -0.28
N 0.5987 -0.3270 0.2683 -0.69
C -0.5102 0.1246 -1.0418 0.13
C -0.1166 0.3563 1.4598 -0.42
C -0.0503 -0.4094 -2.2855 0.19
H -0.2438 1.4462 1.3351 0.25
H 1.5445 0.0065 0.0437 0.40
H -1.1454 -0.0094 1.6243 0.24
H 0.6793 -1.3506 0.3066 0.40
H 0.4928 0.1521 2.3266 0.20

***

2.
81
Properties=species:S:1:pos:R:3:lowdin_spin:R:1 method="wB97M-V/def2-TZVPD" e_tot_ev=-139063.867 charge=+1 spin_multiplicity=3 largest_force_ev_per_a=1.030
Mo -1.5410 0.7188 0.0403 1.74
Br -3.5378 0.5989 2.1406 0.00
O -3.7684 3.6625 -1.2402 0.01
O 1.4913 0.6821 -2.3414 0.00
O 1.5234 1.6585 0.9895 0.00
O -3.2144 1.5498 -0.7515 0.07
O -3.4343 3.3279 -6.5000 0.00
O -0.5946 1.7321 -1.2352 0.02
O 2.4532 -3.3984 3.3440 0.00
O 1.5082 0.3306 -4.4653 0.00
O 0.3351 -3.8623 -2.0558 0.00
O -3.5277 5.5684 3.6699 0.00
O -1.6479 2.4442 -7.3216 0.00
N -2.3388 2.8188 -6.3985 0.00
N -1.7895 2.5618 1.4878 0.01
N 1.7054 -1.6306 1.5298 0.01
N 0.3452 -2.0601 -0.2545 0.00
N -0.2021 -0.3260 1.2147 0.01
N 1.0203 0.7948 -3.4591 0.00
C -0.6769 1.8237 -4.8932 0.00
C 2.8236 -4.3105 4.3693 0.00
C 0.0082 0.8233 4.7478 0.00
C 1.0984 1.4459 2.2539 0.00
C 1.4545 2.1882 3.3707 0.00
C -0.2441 1.5257 -3.6095 0.00
C 2.4988 2.6649 0.7632 0.00
C 0.9036 1.8710 4.6081 0.00
C -0.7081 -2.9976 -2.1406 0.00
C -2.9336 4.6190 2.9454 0.00
C -3.4906 3.3371 2.9935 0.00
C 0.1938 0.3824 2.3918 0.01
C 4.2005 -3.5680 -0.4043 0.00
C -1.0188 1.8832 -2.5005 0.01
C -2.6942 2.8154 -3.9602 0.00
C -1.8828 2.4810 -5.0366 0.00
C 2.6717 -2.5979 1.1666 0.00
C -1.7163 -3.0500 -3.0788 0.03
C 3.2558 -2.6027 -0.0870 0.00
C -3.1687 2.6471 -1.4837 0.01
C 4.0173 -4.4834 1.8219 0.00
C -0.7204 -1.9825 -1.1587 0.02
C 0.4250 -4.8964 -3.0267 0.00
C -2.7403 -1.1020 -2.0900 0.03
C 4.5737 -4.5011 0.5498 0.00
C -0.3454 0.0768 3.6305 0.00
C -2.2745 2.4753 -2.6902 0.00
C -1.8043 4.8457 2.1542 0.00
C -1.7157 -1.0077 -1.1269 -0.01
C -1.2740 3.7935 1.4437 0.01
C -2.8677 2.3789 2.2369 0.01
C 3.0593 -3.5313 2.1387 0.00
C -2.7366 -2.1005 -3.0394 -0.01
C 0.5966 -1.3342 0.8278 0.01
H 0.5187 -4.4789 -4.0308 0.00
H 2.7209 2.6221 -0.2991 0.00
H -3.5307 -2.1518 -3.7725 0.00
H -3.6399 3.3122 -4.1211 0.00
H 2.1475 3.0133 3.2866 0.00
H -0.4436 -5.5557 -2.9748 0.00
H -4.3740 3.1348 3.5791 0.00
H 1.7605 -1.2509 2.4640 0.00
H -0.4080 0.5835 5.7157 0.00
H 3.4053 2.4725 1.3398 0.00
H 1.1893 2.4560 5.4720 0.00
H -0.4136 3.9220 0.7990 0.00
H 0.9649 -2.8472 -0.4193 0.00
H -1.0455 -0.7460 3.7072 0.00
H 2.9765 -1.8497 -0.8155 0.00
H 5.3104 -5.2553 0.3100 0.00
H 2.1060 3.6538 1.0191 0.00
H -0.0868 1.5453 -5.7525 0.00
H 4.6504 -3.5710 -1.3865 0.00
H -3.1052 6.4267 3.5410 0.00
H -3.5379 -0.3734 -2.0859 0.00
H -1.3618 5.8297 2.0808 0.00
H 4.3360 -5.2088 2.5561 0.00
H 2.2249 -4.0412 5.2343 0.00
H 3.8839 -4.2144 4.6124 0.00
H -1.7255 -3.8186 -3.8381 0.00
H 1.3232 -5.4543 -2.7793 0.00
H 2.6009 -5.3387 4.0772 0.00

***

3.
13
Properties=species:S:1:pos:R:3:nbo_charge:R:1 method="wB97M-V/def2-TZVPD" e_tot_ev=-8237.801 smiles=CON.NO largest_force_ev_per_a=2.349
O 1.4197 1.2519 -0.6926 -0.62
O -1.0441 0.0765 0.4594 -0.44
N -2.0439 0.4583 -0.4552 -0.55
N 2.2864 0.4864 0.1590 -0.55
C -0.6286 -1.3342 0.4880 -0.25
H -1.6265 1.1951 -1.0255 0.33
H 2.8240 -0.0800 -0.5524 0.34
H 0.0872 -1.3812 1.3054 0.21
H 2.8685 1.1673 0.6468 0.34
H -0.2872 -1.7093 -0.4797 0.18
H -1.5007 -1.9186 0.7885 0.18
H 0.5403 0.8751 -0.5076 0.47
H -2.8950 0.9128 -0.1340 0.35

***

4.
127
Properties=species:S:1:pos:R:3:lowdin_charge:R:1 method="wB97M-V/def2-TZVPD" e_tot_ev=-84053.569 largest_force_ev_per_a=3.473
Ba 0.1382 4.7897 0.4031 1.73
F 1.0811 -2.5517 -0.3512 0.12
F -3.6930 2.6903 -5.4347 0.15
F -3.2746 4.2765 -6.8244 0.14
F -2.2964 2.3852 -7.0431 0.10
F 2.8640 -1.6930 0.2966 0.11
F 1.1895 -1.4394 1.5571 0.15
O 6.7309 2.0735 -1.5563 -0.13
O -3.5634 -5.6181 -1.6897 -0.11
O -8.8116 -0.3920 0.8166 -0.12
O 2.1402 5.8936 -3.2483 -0.15
O -2.5329 -0.6582 5.0948 -0.10
O 1.7672 1.1181 -0.4196 -0.29
O -6.7522 -0.7766 4.9044 -0.12
O 6.0900 1.2538 5.3626 -0.13
O -4.9371 -5.9419 2.0954 -0.13
O 2.5398 -8.8906 -0.6212 -0.11
O -4.0020 4.6748 1.9105 -0.14
O 4.6233 5.6078 1.5775 -0.14
O 9.5506 -4.8287 -0.4226 -0.12
O 4.6098 -4.0912 7.2161 -0.13
O 3.1369 -1.6309 -7.1551 -0.11
O -6.2337 5.5383 -1.5209 -0.12
O -0.3081 0.2672 -0.2147 -0.15
O -1.9613 4.4500 -3.9282 -0.32
O 0.1064 2.3636 3.9421 -0.15
O -0.8871 4.8351 -5.9182 -0.12
C 7.5367 1.5526 -0.4609 -0.14
C -1.3667 -0.6534 -0.6995 -0.22
C 3.4503 -7.9612 -1.1466 -0.18
C 8.2792 -4.8748 -1.0718 -0.17
C -8.4195 -0.9986 -0.3905 -0.18
C -2.7448 3.2798 -6.1258 -0.60
C 0.4058 5.6321 -7.7076 -0.09
C 1.5366 -1.4597 0.2884 -0.58
C 2.8979 -1.1227 -5.8563 -0.18
C -2.1755 -1.8687 5.6231 -0.21
C -2.3136 -6.2325 -1.8029 -0.18
C 5.7175 0.1086 4.6516 -0.17
C -1.6055 3.8394 -5.1745 -0.44
C -7.2117 4.5181 -1.5774 -0.17
C 3.3696 5.3184 -3.7495 -0.14
C -4.8844 4.1392 2.8528 -0.17
C -2.7531 0.0151 -0.4625 -0.08
C 1.2168 2.2047 4.7754 -0.16
C -0.1411 4.3843 -7.0563 -0.30
C 4.1157 -4.9262 6.1735 -0.16
C 1.0978 -0.0977 -0.4416 -0.45
C -5.8244 -4.8966 2.5674 -0.14
C -7.4215 -1.4580 5.9528 -0.17
C 5.9599 5.9992 1.7265 -0.17
H -7.9855 -2.3133 5.5808 0.07
H -8.5037 -0.3098 -1.2311 0.08
H -4.5404 4.8992 1.1481 0.07
H 3.7282 -0.9321 -5.1763 0.07
H 8.2436 -5.6133 -1.8728 0.07
H 5.3104 -4.5959 7.6358 0.07
H 7.4390 -4.9948 -0.3880 0.07
H -7.5777 4.3565 -2.5914 0.08
H -9.4248 0.3091 0.5842 0.07
H -7.3965 -1.3747 -0.3867 0.07
H -6.8698 3.5514 -1.2077 0.07
H 9.6882 -5.6487 0.0572 0.07
H 1.3740 1.1261 4.7687 0.09
H 2.5025 -0.1257 -6.0506 0.08
H 4.6347 4.6692 1.3763 0.07
H 0.7244 3.7831 -6.7777 0.11
H -1.9355 -6.1078 -2.8176 0.08
H -3.4909 -0.1828 -1.2400 0.07
H -3.4911 -0.7090 5.0638 0.07
H -1.5530 -5.9237 -1.0859 0.08
H 7.0391 1.1757 5.4834 0.07
H -6.7842 -1.9287 6.7014 0.08
H -1.3796 -1.6699 -0.3063 0.11
H -0.4311 1.5749 4.0448 0.07
H 6.3813 5.6503 2.6693 0.08
H -1.2333 -0.6770 -1.7810 0.11
H -1.1087 -2.0626 5.5117 0.08
H 3.7883 5.8310 -4.6155 0.08
H -7.3335 -0.7848 4.1405 0.07
H 3.2604 -5.4885 6.5481 0.07
H -2.4260 -7.2923 -1.5742 0.07
H -8.9821 -1.8999 -0.6341 0.07
H -8.0618 4.8170 -0.9642 0.08
H 7.5367 0.4717 -0.3200 0.07
H 7.9313 -3.9405 -1.5124 0.07
H -5.4037 5.3156 -1.9488 0.08
H -5.4403 -3.9617 2.1592 0.07
H -0.9368 3.0071 -4.9548 0.13
H 3.2891 -2.5760 -7.0837 0.07
H -5.9813 -4.8843 3.6460 0.08
H 6.6088 -0.3773 4.2548 0.08
H 5.2350 -0.5803 5.3449 0.08
H -4.4304 3.8580 3.8030 0.09
H 5.1078 0.4461 3.8134 0.08
H -0.6010 3.8066 -7.8582 0.11
H -2.7318 1.1019 -0.3824 0.05
H 6.0193 7.0859 1.7872 0.08
H 7.2727 1.9593 0.5153 0.06
H 4.9069 -5.5165 5.7113 0.08
H 1.0632 5.2772 -8.5012 0.07
H 1.1712 -0.4155 -1.4816 0.12
H 6.5217 5.7157 0.8365 0.08
H 2.0160 -9.1936 -1.3665 0.07
H -3.0980 -0.2687 0.5318 0.06
H 8.5733 1.8034 -0.6860 0.07
H -3.7817 -5.4008 -2.5990 0.07
H 3.0380 -6.9576 -1.2503 0.07
H 3.8018 -8.2749 -2.1295 0.08
H -8.1382 -0.8078 6.4544 0.07
H 4.2909 -7.8620 -0.4598 0.08
H -2.7086 -2.6898 5.1438 0.08
H -5.3550 3.2432 2.4478 0.08
H 4.1243 5.4467 -2.9736 0.07
H -0.4146 6.2131 -8.1289 0.08
H -4.7637 -5.8476 1.1559 0.06
H -6.7899 -4.9488 2.0642 0.07
H 3.3072 4.2549 -3.9802 0.08
H 1.4983 5.7630 -3.9501 0.06
H 2.1287 -1.6532 -5.2950 0.07
H 3.7265 -4.2438 5.4179 0.07
H 0.9518 6.1732 -6.9348 0.07
H -2.4069 -1.9696 6.6835 0.08
H 2.1126 2.6303 4.3232 0.08
H 1.0438 2.5855 5.7819 0.08
H 5.7991 2.1414 -1.3356 0.06
H -5.7359 4.8157 2.9268 0.08